Entry from the Open Molecules 2025 dataset: 13 unconnected molecules or ions with the total composition C35H107O46P11 (ωB97M-V/def2-TZVPD).

Its orbital gap is 9.7981 eV. Its highest occupied orbital energy is -9.7 eV.

The geometry in XYZ format:
```
199
Properties=species:S:1:pos:R:3:mulliken_charge:R:1
C 0.203 -2.922 -3.830 -0.552
O -0.089 -1.603 -3.408 0.060
P 0.966 -0.443 -3.808 0.483
O 0.697 0.861 -3.136 0.160
O 2.468 -1.012 -3.439 -0.412
C 2.765 -0.956 -2.069 -0.028
O 0.985 -0.246 -5.491 -0.489
C 0.561 0.981 -6.149 -0.029
H 0.211 -2.925 -4.920 0.351
H -0.666 -3.520 -3.558 -0.151
H 1.126 -3.291 -3.383 0.367
H 2.560 -1.915 -1.593 0.110
H 2.156 -0.184 -1.599 -0.091
H 3.785 -0.823 -1.707 -0.011
H -0.259 1.316 -5.515 0.081
H 0.271 0.945 -7.199 0.262
H 1.469 1.556 -5.963 -0.074
C 0.370 8.333 -1.976 -0.663
O 0.720 7.408 -3.022 -0.172
P 2.292 7.231 -3.343 1.023
O 3.108 7.365 -2.102 -0.733
O 2.625 8.062 -4.721 -0.319
C 2.096 9.316 -5.028 -0.523
O 2.317 5.682 -3.785 -0.260
C 2.217 4.602 -2.887 -0.058
H 1.222 8.549 -1.331 0.393
H -0.330 7.841 -1.301 0.091
H 0.149 9.348 -2.307 0.276
H 1.500 9.677 -4.191 0.147
H 1.512 9.345 -5.948 0.248
H 2.867 10.083 -5.105 0.290
H 3.145 4.031 -2.878 -0.220
H 1.530 3.928 -3.399 0.107
H 1.835 5.157 -2.030 0.494
C -8.046 -3.417 1.499 -0.868
O -7.186 -2.557 2.154 0.045
P -7.559 -1.251 2.980 0.527
O -8.800 -0.606 2.621 -0.721
O -6.288 -0.286 2.791 -0.031
C -5.727 -0.041 1.498 -0.636
O -7.372 -1.736 4.498 -0.201
C -8.239 -2.662 5.169 -0.768
H -7.817 -3.150 0.468 0.326
H -9.098 -3.172 1.650 0.379
H -7.872 -4.460 1.765 0.245
H -5.775 1.030 1.300 0.270
H -6.316 -0.467 0.685 0.315
H -4.749 -0.496 1.345 0.200
H -7.733 -3.536 5.579 0.300
H -8.893 -3.248 4.523 0.302
H -8.716 -2.212 6.039 0.312
C 6.212 1.209 -0.813 -0.397
O 5.926 0.900 0.528 -0.225
P 5.019 -0.335 0.887 -0.357
O 3.563 -0.192 0.543 0.767
O 5.695 -1.591 0.147 -0.139
C 6.980 -2.056 0.432 -0.778
O 5.391 -0.555 2.456 -0.317
C 4.455 -0.995 3.374 -0.409
H 5.941 2.265 -0.821 0.297
H 5.501 0.625 -1.398 0.042
H 7.235 1.154 -1.184 0.319
H 7.814 -1.362 0.326 0.295
H 7.231 -2.951 -0.138 0.247
H 6.994 -2.325 1.488 0.295
H 3.456 -0.666 3.088 -0.061
H 4.641 -0.273 4.169 0.339
H 4.573 -2.049 3.627 0.296
C 2.196 -5.773 -0.772 -0.367
O 1.949 -6.540 -1.964 -0.227
P 1.991 -8.157 -1.868 0.840
O 1.524 -9.015 -3.000 -0.733
O 3.524 -8.332 -1.330 -0.342
C 4.396 -9.226 -1.831 -0.714
O 1.089 -8.381 -0.563 -0.070
C 0.447 -9.510 -0.086 -0.769
H 3.088 -5.247 -1.111 0.236
H 2.352 -6.317 0.160 0.386
H 1.333 -5.113 -0.685 0.082
H 3.878 -9.871 -2.541 0.342
H 4.894 -9.783 -1.037 0.220
H 5.151 -8.627 -2.341 0.254
H -0.628 -9.613 -0.240 0.245
H 0.236 -9.442 0.981 0.320
H 1.002 -10.434 -0.248 0.316
C -5.731 -8.729 -2.573 -0.792
O -5.102 -7.519 -2.029 -0.298
P -4.627 -6.143 -2.857 0.718
O -5.552 -5.532 -3.825 -0.699
O -4.240 -5.099 -1.704 0.105
C -3.582 -3.947 -2.059 -0.807
O -3.181 -6.565 -3.560 -0.404
C -2.268 -7.422 -2.865 -0.542
H -5.345 -9.706 -2.282 0.317
H -5.800 -8.867 -3.652 0.334
H -6.788 -8.762 -2.307 0.323
H -2.750 -3.766 -1.379 0.197
H -4.202 -3.051 -2.083 0.334
H -3.131 -4.027 -3.048 0.368
H -1.384 -6.808 -2.696 0.083
H -1.898 -8.173 -3.563 0.360
H -2.634 -7.893 -1.953 0.366
C 1.914 3.432 1.533 -0.680
O 2.880 3.631 2.542 -0.240
P 2.353 4.043 4.078 0.941
O 1.550 5.290 4.192 -0.710
O 1.775 2.566 4.647 -0.438
C 0.459 2.075 4.499 -0.172
O 3.689 4.235 4.899 -0.409
C 4.949 3.523 4.583 -0.390
H 2.315 3.631 0.539 0.278
H 1.055 4.104 1.533 0.253
H 1.680 2.373 1.424 0.227
H 0.335 1.276 3.767 0.037
H -0.237 2.898 4.340 0.235
H 0.133 1.424 5.310 0.354
H 4.710 2.930 3.700 0.124
H 5.198 2.856 5.408 0.261
H 5.759 4.248 4.514 0.231
C 5.390 6.331 -4.973 -0.507
O 6.394 5.434 -4.524 -0.440
P 6.468 3.820 -4.839 0.673
O 7.656 3.140 -4.348 -0.739
O 5.057 3.346 -4.104 0.065
C 4.412 2.097 -4.517 -0.676
O 6.138 3.702 -6.446 -0.278
C 7.196 3.599 -7.369 -0.816
H 5.900 7.187 -5.415 0.340
H 4.952 6.730 -4.058 0.164
H 4.652 5.760 -5.536 0.299
H 5.109 1.425 -5.017 0.538
H 3.581 2.376 -5.164 0.252
H 3.934 1.663 -3.638 0.051
H 8.006 3.207 -6.754 0.365
H 7.639 4.524 -7.737 0.295
H 7.070 2.921 -8.214 0.255
C -4.528 5.420 -0.054 -0.802
O -3.242 4.730 -0.188 -0.223
P -1.848 5.439 0.526 0.588
O -1.566 6.920 0.544 -0.770
O -1.759 4.697 2.016 -0.287
C -2.305 3.440 2.398 -0.048
O -0.658 4.624 -0.289 0.178
C -0.704 4.189 -1.618 -0.068
H -5.317 4.676 -0.161 0.234
H -4.712 6.197 -0.795 0.262
H -4.462 5.766 0.977 0.349
H -3.359 3.310 2.154 0.274
H -2.213 3.506 3.482 -0.039
H -1.696 2.611 2.038 0.074
H -1.732 3.857 -1.763 0.206
H 0.028 3.403 -1.805 -0.307
H -0.624 4.918 -2.424 0.421
C 1.309 -2.753 2.320 -0.866
O -0.052 -2.908 2.358 0.355
P -0.821 -4.328 2.416 0.186
O -0.639 -5.070 1.129 -0.257
O -2.374 -3.980 2.673 -0.455
C -3.421 -3.894 1.731 -0.153
O -0.257 -5.023 3.746 -0.361
C -0.083 -4.223 4.931 -0.653
H 1.608 -2.077 3.121 0.236
H 1.685 -2.268 1.419 0.151
H 1.748 -3.716 2.585 0.532
H -4.409 -4.162 2.107 0.263
H -3.121 -4.299 0.765 0.175
H -3.710 -2.862 1.530 -0.012
H -0.459 -4.713 5.829 0.310
H -0.489 -3.214 4.996 0.218
H 0.997 -4.246 5.076 0.307
C -2.847 4.767 7.434 -0.594
O -3.278 3.376 7.604 -0.395
P -3.862 2.380 6.447 1.059
O -4.571 3.060 5.315 -0.686
O -4.703 1.248 7.279 -0.317
C -4.397 0.473 8.453 -0.709
O -2.507 1.595 6.091 -0.187
C -2.435 0.365 5.330 -0.765
H -2.943 5.277 8.393 0.229
H -3.356 5.389 6.698 0.293
H -1.879 4.611 6.957 0.259
H -4.437 0.974 9.420 0.301
H -3.341 0.201 8.422 0.241
H -4.821 -0.530 8.506 0.318
H -3.471 0.033 5.262 0.628
H -1.844 -0.368 5.880 0.250
H -1.928 0.417 4.366 0.128
C 0.102 0.298 0.123 0.622
O -1.336 0.476 0.366 -0.036
H 0.374 1.232 -0.368 -0.303
H 0.502 -0.096 1.058 0.022
H 0.083 -0.452 -0.668 -0.143
H -1.811 0.528 -0.467 0.021
C -3.195 1.818 -3.290 -0.895
O -2.374 1.171 -2.329 -0.405
H -3.601 1.123 -4.026 0.270
H -3.945 2.330 -2.687 0.247
H -2.614 2.595 -3.787 0.297
H -1.479 1.022 -2.644 0.137
```

---

Entry from the Open Molecules 2025 dataset: a molecular structure, C26H28N3O2P2Pt (ωB97M-V/def2-TZVPD).

As for the total charge: +3. Its orbital gap (spin up / spin down) is 5.6112 / 5.2178 eV. Its highest occupied orbital energy (spin up / spin down) is -15.3 / -16.7 eV. Its multiplicity is 5. Its expectation value of S² is 6.123.

The geometry in XYZ format:
```
62
Properties=species:S:1:pos:R:3:mulliken_charge:R:1
Pt -0.419 -0.277 0.897 0.782
C 0.032 -1.457 4.155 -1.185
P -0.652 -0.071 3.216 0.907
C -2.319 0.259 3.835 -1.162
C 0.348 1.378 3.652 0.351
C 0.649 1.643 4.987 -0.695
C 1.460 2.715 5.323 -0.888
C 1.967 3.541 4.329 -0.756
C 1.628 3.316 3.003 -0.667
C 0.822 2.232 2.657 0.355
P 0.311 2.017 0.931 0.815
C -0.931 3.309 0.657 -1.253
C 1.752 2.450 -0.077 -1.368
H 0.420 -1.111 5.112 0.467
H 0.849 -1.911 3.596 0.316
H -0.740 -2.208 4.327 0.432
H -2.320 0.227 4.925 0.416
H -3.006 -0.502 3.463 0.424
H -2.657 1.240 3.505 0.376
H 0.236 1.029 5.779 0.441
H 1.693 2.909 6.361 0.434
H 2.613 4.370 4.583 0.438
H 1.990 3.999 2.244 0.326
H -0.618 4.216 1.174 0.470
H -1.900 2.997 1.045 0.340
H -1.032 3.511 -0.410 0.419
H 1.918 3.527 -0.046 0.509
H 1.583 2.159 -1.114 0.415
H 2.627 1.927 0.308 0.388
C 7.926 -0.341 -8.036 -0.804
O 7.127 -1.517 -8.285 -0.331
C 6.107 -1.841 -7.563 0.835
C 5.570 -1.039 -6.511 -0.588
C 4.500 -1.480 -5.803 -0.127
C 3.859 -2.704 -6.164 0.482
C 4.388 -3.496 -7.227 -0.656
C 5.499 -3.090 -7.881 -0.625
N 2.700 -3.085 -5.612 -0.152
N 1.875 -2.810 -4.786 -0.276
C 1.848 -2.322 -3.507 0.418
C 3.025 -2.155 -2.739 -0.488
C 2.962 -1.785 -1.427 -0.854
C 1.706 -1.440 -0.815 0.798
O 1.639 -1.004 0.354 -0.683
C 0.490 -1.620 -1.613 0.259
N -0.674 -1.313 -1.009 -0.843
C -1.815 -1.524 -1.656 -0.195
C -1.847 -2.044 -2.953 -0.758
C -0.664 -2.307 -3.599 -0.414
C 0.549 -2.099 -2.920 0.652
H 8.858 -0.504 -8.564 0.263
H 8.112 -0.201 -6.973 0.345
H 7.432 0.537 -8.451 0.377
H 5.996 -0.073 -6.282 0.459
H 4.083 -0.876 -5.007 0.527
H 3.910 -4.432 -7.484 0.468
H 5.958 -3.699 -8.648 0.480
H 3.979 -2.409 -3.185 0.640
H 3.850 -1.754 -0.809 0.526
H -2.729 -1.281 -1.132 0.464
H -2.801 -2.225 -3.428 0.453
H -0.661 -2.669 -4.619 0.500
```

---

In order of appearance, max |F| = 4.4, 0.7 eV Å⁻¹.